# 1
ORCA calculation (ωB97M-V/def2-TZVPD) on an isolated molecule of C4H7NO2 at a distorted geometry.

Geometry (Å):
C: 0.8739 0.1390 -0.1304
O: -1.3403 1.7959 1.4569
O: 0.7849 1.0678 0.8437
H: -0.9532 -2.2698 0.4125
H: -0.6138 2.1016 -0.3880
N: 2.0666 0.0404 -0.7597
H: -1.2219 -0.8317 1.4174
H: -0.2978 -0.8373 -1.5218
C: -0.2838 -0.4684 -0.5093
C: -0.5520 1.6017 0.5781
C: -1.2288 -1.2052 0.3949
H: -2.2454 -1.1546 0.0023
H: 2.2355 -0.7371 -1.3748
H: 2.7684 0.7470 -0.6432

Cartesian forces (eV/Å) of the 6 atoms listed first:
C -0.4 -0.1 -0.5
O 0.6 -0.7 -0.5
O -1.0 0.2 0.0
H 0.0 0.2 0.1
H 0.3 -0.4 -0.2
N 0.1 0.2 0.0

Values from the calculation:
SMILES string	C/C=C(/N)OC=O
electronic energy	-9845.0593	eV
frontier orbital gap	8.9137	eV
energy relative to the best compared isomer or geometry (same formula, charge and spin)	51.2	kcal per mole

# 2
ORCA calculation (ωB97M-V/def2-TZVPD) on an isolated molecule of C4H7NO2.

Geometry (Å):
C: 0.1996 1.1598 -0.3894
C: -1.3126 -0.6288 -0.6000
O: 0.4295 -2.3478 -0.5138
H: 0.6554 -0.0514 1.2774
H: 2.5502 -0.2575 0.9324
H: -1.8603 1.3792 -0.5948
H: -1.5399 -0.7513 -1.6701
H: -2.0699 -1.1759 -0.0282
C: 0.0720 -1.2109 -0.3430
N: -1.1877 0.7625 -0.1619
H: 0.4593 2.0714 0.1557
H: 0.4727 1.2959 -1.4517
C: 0.8969 -0.0557 0.2005
O: 2.2742 -0.1520 0.0220

Cartesian forces (eV/Å) of the 6 atoms listed first:
C 0.1 0.1 0.0
C -0.1 -0.2 -0.1
O -0.1 0.5 0.0
H -0.1 0.1 -0.1
H 1.0 -0.1 -0.1
H 0.0 -0.1 0.0

Values from the calculation:
SMILES string	O=C1CNC[C@@H]1O
electronic energy	-9845.7410	eV
frontier orbital gap	10.0484	eV
energy relative to the best compared isomer or geometry (same formula, charge and spin)	35.5	kcal per mole

# 3
ORCA calculation (ωB97M-V/def2-TZVPD) on an isolated molecule of C4H7NO2.

Geometry (Å):
C: -0.0387 0.7381 0.4077
H: -1.6816 0.0413 0.7213
H: -0.6619 -1.8892 -1.5914
O: 1.3334 -1.2175 0.2379
H: -1.2454 -0.2103 -1.7666
C: 0.0571 -1.3919 1.0005
C: -0.3665 -0.8376 -1.5722
H: 0.5428 2.4353 1.3770
H: 0.3657 -0.6499 -2.3664
H: 1.7845 1.6082 0.4856
N: 0.8098 1.7125 0.7237
C: 0.2341 -0.5257 -0.2268
O: -1.3302 0.9599 0.6468
H: 0.1968 -0.7733 1.9230

Cartesian forces (eV/Å) of the 6 atoms listed first:
C 0.2 0.2 0.1
H -0.3 0.5 -0.1
H 0.1 0.1 0.0
O 0.4 0.2 -0.1
H 0.1 -0.2 0.0
C 0.1 -0.1 0.3

Values from the calculation:
electronic energy	-9842.3661	eV
frontier orbital gap	7.7402	eV
energy relative to the best compared isomer or geometry (same formula, charge and spin)	113.3	kcal per mole

# 4
ORCA calculation (ωB97M-V/def2-TZVPD) on an isolated molecule of C4H7NO2 at a distorted geometry.

Geometry (Å):
H: -1.3465 -2.2833 -0.8983
O: -0.1687 -1.5494 0.5616
C: -0.7384 -1.4142 -0.6550
C: 0.1053 0.7169 -1.0094
H: -0.6422 1.4373 -1.5278
H: -1.5840 0.8971 0.8232
H: 0.8354 -0.5748 2.0237
C: 0.7781 -0.5349 0.9343
C: 0.3284 0.8387 0.4523
H: 1.1095 1.5757 0.6724
O: -0.7694 1.2811 1.1996
H: 1.7566 -0.7910 0.5096
N: -0.6548 -0.4342 -1.4550
H: 0.9908 0.8350 -1.6312

Cartesian forces (eV/Å) of the 6 atoms listed first:
H 0.1 0.1 0.1
O 0.0 0.0 0.1
C -0.1 0.2 -0.4
C -2.4 1.7 -3.0
H 1.6 0.3 1.7
H 0.5 0.2 0.3

Values from the calculation:
SMILES string	O[C@@H]1CN=COC1
electronic energy	-9845.4323	eV
frontier orbital gap	10.5461	eV
energy relative to the best compared isomer or geometry (same formula, charge and spin)	42.6	kcal per mole

# 5
ORCA calculation (ωB97M-V/def2-TZVPD) on an isolated molecule of C4H7NO2.

Geometry (Å):
O: -0.7846 0.0318 2.7647
H: -1.7402 0.9067 -0.9677
H: 0.7729 1.5772 -0.8743
C: -0.9584 0.1608 -0.7209
C: 1.5168 -0.4600 -0.5256
H: -2.2353 -0.7120 0.7623
H: -0.8798 -0.5138 -1.5835
H: 1.7677 -0.6134 -1.5795
H: 2.4514 -0.2716 0.0185
H: 1.0929 -1.3871 -0.1254
O: 0.3834 0.9496 1.0528
N: -1.2740 -0.4872 0.5431
C: -0.5955 0.1570 1.5845
C: 0.4828 0.6621 -0.3491

Cartesian forces (eV/Å) of the 6 atoms listed first:
O 0.0 0.2 -0.6
H 0.8 0.1 0.1
H -0.1 -0.1 0.2
C 0.4 0.1 0.0
C -0.1 0.0 -0.1
H 0.2 -0.1 0.0

Values from the calculation:
SMILES string	C[C@H]1CNC(=O)O1
electronic energy	-9847.1102	eV
frontier orbital gap	10.9562	eV
energy relative to the best compared isomer or geometry (same formula, charge and spin)	3.9	kcal per mole

# 6
ORCA calculation (ωB97M-V/def2-TZVPD) on an isolated molecule of C4H7NO2 at a distorted geometry.

Geometry (Å):
C: 0.5075 -0.3864 0.4283
C: 0.7178 0.4744 -0.8194
N: -1.1155 0.3528 2.0479
H: 0.9453 -1.3555 0.1840
H: -0.4223 -0.9023 -2.3019
O: -1.8417 -0.7976 0.2469
H: -0.3963 0.2315 2.7621
H: 1.7717 0.7404 -0.9243
H: -2.0530 0.4109 2.3543
H: 1.1751 -0.0141 1.2118
C: 0.3586 -0.1388 -2.1862
O: 0.9739 0.2802 -3.1353
C: -0.8983 -0.3707 0.8917
H: 0.2772 1.4752 -0.7599

Cartesian forces (eV/Å) of the 6 atoms listed first:
C 1.6 0.1 -0.2
C 0.1 0.2 -0.5
N 1.8 -0.5 0.0
H -0.7 -0.4 0.1
H -0.1 -0.1 0.2
O 0.6 0.0 -0.1

Values from the calculation:
SMILES string	NC(=O)CCC=O
electronic energy	-9846.4594	eV
frontier orbital gap	10.5151	eV
energy relative to the best compared isomer or geometry (same formula, charge and spin)	18.9	kcal per mole

# 7
ORCA calculation (ωB97M-V/def2-TZVPD) on an isolated molecule of C4H7NO2 at a distorted geometry.

Geometry (Å):
H: 2.8659 -1.3766 -0.3040
C: 2.3297 -0.3601 0.0514
H: 2.6450 -0.2487 1.2385
N: -0.9747 0.8883 -0.1571
H: 2.5492 0.4775 -0.8951
C: -1.9689 0.1899 0.7314
H: -1.2526 -1.3321 -0.7173
H: -2.4148 -0.0113 -1.6781
C: -1.7623 -0.1643 -0.7105
H: -1.6473 -0.8373 1.3513
H: -2.7597 0.7624 1.1090
O: 0.8197 -0.5158 0.0303
O: 1.2130 1.7087 -0.0774
C: 0.3578 0.8194 0.0275

Cartesian forces (eV/Å) of the 6 atoms listed first:
H -1.8 2.0 0.9
C 1.1 -1.6 -1.1
H -0.6 0.6 -3.5
N -2.5 0.6 1.1
H 0.0 -2.4 3.6
C 1.9 -3.6 -0.4

Values from the calculation:
SMILES string	COC(=O)N1CC1
electronic energy	-9842.1206	eV
frontier orbital gap	11.1207	eV
energy relative to the best compared isomer or geometry (same formula, charge and spin)	119.0	kcal per mole

# 8
ORCA calculation (ωB97M-V/def2-TZVPD) on an isolated molecule of C4H7NO2 at a distorted geometry.

Geometry (Å):
H: 1.0655 -1.5004 1.4633
C: 1.2282 -1.4322 0.3877
H: 0.7681 -2.3043 -0.0765
H: -2.3508 1.0127 0.8036
H: -0.8915 1.9944 0.5220
C: 0.6037 -0.1754 -0.1527
H: -1.6090 -0.4260 -1.8541
C: -1.2620 1.0057 0.8136
H: 2.2969 -1.4407 0.1875
O: -1.2613 0.3841 -1.4557
H: -0.9096 0.7688 1.8175
O: 1.8897 1.4734 -1.4853
C: 1.2430 0.6966 -0.9054
N: -0.8109 -0.0566 -0.0654

Cartesian forces (eV/Å) of the 6 atoms listed first:
H 0.1 0.0 0.1
C 0.0 0.3 -0.1
H 0.0 0.0 0.0
H 0.0 0.0 0.1
H 0.1 0.0 0.0
C 0.0 -0.3 -0.1

Values from the calculation:
SMILES string	CC(=C=O)N(C)O
electronic energy	-9843.4673	eV
frontier orbital gap	9.3109	eV
energy relative to the best compared isomer or geometry (same formula, charge and spin)	87.9	kcal per mole

# 9
ORCA calculation (ωB97M-V/def2-TZVPD) on a cluster of 2 separate species, C4H7NO2 in total at a distorted geometry.

Geometry (Å):
C: 1.5722 1.3974 -1.1945
H: -1.1712 1.2940 0.1970
N: 2.1407 1.9897 -0.4360
C: -1.0146 0.5274 0.9942
H: 1.0463 0.6793 -1.8249
O: 1.1100 -0.5512 0.4645
H: 1.2209 -0.4241 1.3619
H: -0.6359 -1.6026 0.9087
C: -0.5123 -1.1252 -1.0030
H: 0.2055 -1.8139 -1.4947
H: -0.2889 0.9087 1.7994
H: -1.9326 0.3179 1.5679
C: -0.2776 -0.6693 0.3822
O: -1.4627 -0.9281 -1.7227

Cartesian forces (eV/Å) of the 6 atoms listed first:
C -2.1 -2.7 -2.9
H 0.0 -0.3 1.0
N 1.9 2.5 2.3
C 1.1 0.9 0.4
H 0.4 0.9 0.3
O -0.3 -0.8 -1.8

Values from the calculation:
SMILES string	C[C@H](O)C=O.C#N
electronic energy	-9844.2328	eV
frontier orbital gap	10.7511	eV
energy relative to the best compared isomer or geometry (same formula, charge and spin)	70.3	kcal per mole

# 10
ORCA calculation (ωB97M-V/def2-TZVPD) on a cluster of 2 separate species, C4H7NO2 in total at a distorted geometry.

Geometry (Å):
H: -0.0056 -0.5000 -1.2523
H: 0.5301 -0.6747 1.4319
H: -2.2916 -0.5147 0.7896
C: -1.8756 -0.6259 -0.2167
O: 3.2435 -0.7450 0.4478
C: -0.3914 -0.2835 -0.2387
C: 0.0695 1.1509 -0.0526
N: 1.2215 1.3326 0.4477
H: -2.4735 -0.0515 -0.9315
H: 1.5966 2.2726 0.3397
C: 2.5963 -0.4648 -0.4467
H: -1.9490 -1.6867 -0.4817
O: 0.2720 -1.1661 0.6395
H: -0.5429 1.9570 -0.4760

Cartesian forces (eV/Å) of the 6 atoms listed first:
H -0.1 -0.1 0.1
H 0.1 0.0 -0.2
H 0.1 0.1 -0.1
C -0.1 0.1 0.0
O -0.5 0.2 -1.1
C -0.1 0.0 0.0

Values from the calculation:
electronic energy	-9845.2145	eV
frontier orbital gap	10.9539	eV
energy relative to the best compared isomer or geometry (same formula, charge and spin)	47.6	kcal per mole